ORCA calculation (ωB97M-V/def2-TZVPD) on C5H7B in the gas phase at a distorted geometry.

```
13
C5H7B (ωB97M-V/def2-TZVPD)
B 1.26011 1.31288 -0.51767
C 0.01831 -1.33932 0.47683
C -0.19343 -0.17738 1.18131
C 0.74548 -1.45854 -0.66173
C -0.22911 1.55322 -0.81950
C 0.23029 1.11049 0.62361
H -0.47349 -2.32129 0.57090
H -0.39271 -0.11497 2.18061
H 1.46673 -0.62969 -0.95978
H 0.72339 -2.22124 -1.38053
H -0.81751 2.48074 -0.79772
H -0.83104 0.92499 -1.53406
H -0.04719 1.91890 1.29569
```

Energy relative to the best compared isomer or geometry (same formula, charge and spin) in eV: 4.5801
Kohn-Sham gap (spin up / spin down) in Eh: 0.255 / 0.276
Calculated total energy in eV: -5968.4852

natural (NBO) population analysis, charges in e, atoms 1 to 4: B 0.580; C -0.281; C -0.118; C -0.334

ORCA calculation (ωB97M-V/def2-TZVPD) on 2 unconnected molecules or ions with the total composition C54H54F6N5O at a distorted geometry.

```
120
C54H54F6N5O (ωB97M-V/def2-TZVPD)
C -7.92882 -3.32713 -1.56565
N -7.37826 -2.00740 -1.76047
C -7.80467 -1.31951 -2.97322
C -6.82423 -1.62310 -4.06960
F -7.11421 -1.04879 -5.26992
F -5.56821 -1.20472 -3.69205
F -6.73158 -2.98097 -4.26832
C -6.47486 -1.50638 -0.87956
C -6.16214 -0.11792 -0.79818
C -5.36011 0.35716 0.22070
C -4.70027 -0.52510 1.12216
C -3.84642 -0.06260 2.18122
C -2.76424 -0.88595 2.62903
C -2.46095 -1.02152 4.01052
C -1.63191 -2.03180 4.44356
C -0.93905 -2.85072 3.51154
N -0.19291 -3.90965 3.91782
C 0.81762 -4.48444 3.06835
C -0.27695 -4.47222 5.26201
C -1.23372 -5.62752 5.25581
F -1.40186 -6.22235 6.46840
F -2.46999 -5.21028 4.81310
F -0.80742 -6.58980 4.36995
C -1.08947 -2.58224 2.11628
C -1.98104 -1.62599 1.69229
C -4.97378 -1.92357 0.98403
C -5.83903 -2.39907 0.02633
H -8.14785 -3.48998 -0.49796
H -8.85737 -3.40891 -2.13805
H -7.23744 -4.11835 -1.90171
H -8.76500 -1.74894 -3.28300
H -7.85339 -0.23477 -2.84494
H -6.59809 0.56841 -1.52251
H -5.19659 1.42748 0.33875
H -4.23776 0.74889 2.79477
H -2.95678 -0.37144 4.73152
H -1.50508 -2.19664 5.51050
H 1.22100 -3.71508 2.39666
H 1.62015 -4.87913 3.70086
H 0.42813 -5.30600 2.44883
H 0.70782 -4.87017 5.51933
H -0.62857 -3.75403 6.00346
H -0.54582 -3.19307 1.39372
H -2.11698 -1.43901 0.62619
H -4.51344 -2.63376 1.67553
H -6.02867 -3.47248 -0.04714
C -2.30360 2.25752 8.27654
C -2.40865 3.56195 7.55072
C -1.46620 4.56265 7.78142
C -1.54217 5.80013 7.13067
C -0.57840 6.89542 7.48793
C -2.53257 5.95219 6.16001
N -2.47987 7.08529 5.29770
C -1.45476 7.42589 4.44390
C -0.21140 6.66902 4.25600
C -0.22735 5.17547 4.21504
C 0.96273 4.50309 4.78933
C -1.23970 4.49126 3.52333
C -2.10978 5.12586 2.59155
C -2.99432 4.38754 1.81334
C -3.06206 3.00074 1.97907
C -2.27742 2.37686 2.94941
C -1.36391 3.08379 3.69851
O 0.86298 7.31145 4.17958
N -1.65407 8.71284 4.10853
C -0.82174 9.69256 3.49529
C -0.25479 9.47010 2.22393
C -0.51933 8.24398 1.41528
C 0.55987 10.47015 1.68538
C 0.72946 11.69522 2.33069
C 1.56123 12.77944 1.71553
C 0.10566 11.90572 3.56178
C -0.67383 10.92488 4.16690
C -1.27580 11.23216 5.49809
N -2.87862 9.15026 4.59001
C -3.32503 8.18792 5.35499
C -4.53411 8.26079 6.15144
C -5.62486 8.93632 5.56279
C -6.87515 8.86393 6.16551
C -7.01962 8.22693 7.40657
C -5.89567 7.72396 8.07857
C -4.64963 7.73520 7.45908
C -3.53308 5.00294 5.94453
C -4.66442 5.20300 4.97758
C -3.43929 3.79649 6.64459
H -3.15190 1.61542 8.03021
H -1.38202 1.72460 8.01394
H -2.29202 2.41195 9.36118
H -0.65394 4.40125 8.49196
H -1.08410 7.85603 7.68538
H -0.06145 6.60418 8.41432
H 0.19273 7.05195 6.71703
H 1.15954 3.56561 4.25456
H 1.84885 5.15049 4.72635
H 0.81271 4.26205 5.85664
H -2.03077 6.20750 2.46246
H -3.61552 4.89282 1.07396
H -3.72880 2.40660 1.35893
H -2.34343 1.31046 3.13835
H -0.73818 2.56946 4.43168
H -0.21457 8.43956 0.37858
H 0.06892 7.38814 1.77109
H -1.58048 7.96610 1.40275
H 1.05278 10.28795 0.72712
H 1.40331 13.72291 2.24865
H 2.62893 12.53100 1.76818
H 1.30213 12.92196 0.65974
H 0.22596 12.86576 4.06947
H -1.12475 12.29948 5.69046
H -2.35100 11.03840 5.52136
H -0.80185 10.68566 6.32430
H -5.46718 9.45081 4.61435
H -7.73736 9.30116 5.66208
H -8.00594 8.14041 7.86631
H -5.98801 7.30188 9.08153
H -3.76195 7.33868 7.95790
H -4.97477 4.22076 4.58764
H -5.54121 5.66191 5.46641
H -4.37608 5.82298 4.11990
H -4.18815 3.02485 6.45746
```

Energy relative to the best compared isomer or geometry (same formula, charge and spin) in eV: 0.0000
Net charge: +1
Kohn-Sham gap in Eh: 0.109
Calculated total energy in eV: -82670.4699

Mulliken population analysis, charges in e, atoms 1 to 4: C -1.240; N 0.145; C -0.979; C 1.051

ORCA calculation (ωB97M-V/def2-TZVPD) on C3H8O in the gas phase.

```
12
C3H8O (ωB97M-V/def2-TZVPD)
C -1.63193 0.17973 0.06347
C -0.40515 -0.59247 0.52069
O 0.57751 0.28547 1.03879
C 1.75240 0.34448 0.27385
H -1.41102 0.80534 -0.80673
H -2.44544 -0.50374 -0.20212
H -1.98198 0.83018 0.86893
H 0.00550 -1.18274 -0.31058
H -0.67927 -1.29634 1.31622
H 2.28022 -0.62191 0.25622
H 1.55553 0.64786 -0.76644
H 2.40759 1.08622 0.73837
```

Energy relative to the best compared isomer or geometry (same formula, charge and spin) in eV: 0.6302
Kohn-Sham gap in Eh: 0.399
SMILES string: CCOC
Calculated total energy in eV: -5287.5203

natural (NBO) population analysis, charges in e, atoms 1 to 4: C -0.628; C -0.062; O -0.547; C -0.245

ORCA calculation (ωB97M-V/def2-TZVPD) on C3H3N3O2 in the gas phase at a distorted geometry.

```
11
C3H3N3O2 (ωB97M-V/def2-TZVPD)
C -2.67069 -0.07883 0.05197
C -1.16860 -0.01640 -0.10035
N -0.61089 1.26491 -0.02487
N 0.64816 1.31815 -0.04141
C 1.40824 -0.00949 0.02620
O 2.57195 0.02854 0.08942
O 0.80788 -1.15923 -0.06522
N -0.53594 -1.18021 -0.02905
H -3.11019 0.48980 -0.70638
H -2.75828 0.49090 0.97609
H -3.09312 -1.12680 0.33710
```

Energy relative to the best compared isomer or geometry (same formula, charge and spin) in eV: 5.1141
Kohn-Sham gap in Eh: 0.316
SMILES string: Cc1nnc(=O)on1
Calculated total energy in eV: -11720.8430

natural (NBO) population analysis, charges in e, atoms 1 to 4: C -0.644; C 0.271; N -0.137; N -0.113

ORCA calculation (ωB97M-V/def2-TZVPD) on a molecular structure, C48H31BrClF4N2O6PS2Sr at a distorted geometry.

```
97
C48H31BrClF4N2O6PS2Sr (ωB97M-V/def2-TZVPD)
Sr -0.40147 -1.12167 0.44396
Cl 5.05727 -3.81542 4.44734
C 3.85318 -2.78895 3.68943
C 2.82558 -2.24550 4.45471
C 1.91739 -1.39842 3.87213
C 1.97623 -1.05037 2.49409
O 1.21184 -0.17855 1.98888
C 2.98063 -1.72403 1.69743
C 3.09583 -1.58363 0.25474
N 2.17096 -1.16302 -0.52349
C 2.32686 -1.23933 -1.91763
C 3.05654 -2.22394 -2.54147
C 3.02146 -2.37861 -3.94235
C 2.22520 -1.58008 -4.70655
C 1.44825 -0.56508 -4.10064
C 0.54718 0.23170 -4.84094
C -0.19483 1.17232 -4.19429
C -0.01455 1.33014 -2.80172
N 0.80548 0.61156 -2.08056
C 1.51961 -0.35827 -2.70683
C 3.92626 -2.52672 2.34247
H 2.73995 -2.49447 5.50518
H 1.10375 -0.98281 4.45214
H 4.06857 -1.90110 -0.14589
H 3.59192 -2.95005 -1.94500
H 3.59272 -3.17958 -4.39560
H 2.14021 -1.73041 -5.77661
H 0.43012 0.05284 -5.90375
H -0.93603 1.77218 -4.70391
H -0.61557 2.06312 -2.27753
H 4.72206 -2.97589 1.75632
F -2.23697 7.19681 1.50956
C -2.19864 5.87435 1.72153
C -3.13765 5.28405 2.54642
F -4.07921 6.03783 3.13206
C -3.07935 3.91810 2.75939
F -3.99757 3.39093 3.57866
C -2.11949 3.11114 2.16255
P -2.03261 1.29482 2.48844
C -3.75294 0.75282 2.30179
C -4.29760 -0.29238 3.04796
C -5.52954 -0.82701 2.70634
C -6.21704 -0.35626 1.59775
C -5.65571 0.64387 0.81891
C -4.43274 1.19482 1.16828
C -1.57501 1.37071 4.25521
C -0.24394 1.74554 4.46215
C 0.28221 1.80828 5.74184
C -0.50414 1.47363 6.83521
C -1.82054 1.08886 6.63798
C -2.35533 1.04151 5.35771
C -1.16136 3.73001 1.34998
Br 0.26817 2.77682 0.59861
C -1.21255 5.10051 1.13455
F -0.30935 5.72628 0.36843
H -3.73817 -0.74143 3.85450
H -5.93147 -1.64719 3.28929
H -7.16245 -0.80184 1.31139
H -6.12798 0.97160 -0.09746
H -3.98739 1.91249 0.49150
H 0.39629 1.93485 3.60704
H 1.32060 2.08441 5.87773
H -0.08619 1.49518 7.83466
H -2.44375 0.82134 7.48310
H -3.39143 0.76931 5.22951
O -3.81530 0.77588 -1.79077
C -2.92409 -0.08881 -1.79244
O -2.04089 -0.21076 -0.89088
C -2.82104 -1.02615 -3.00541
C -3.64798 -0.64171 -4.06775
C -3.67566 -1.28427 -5.29021
C -2.83580 -2.38156 -5.46072
C -2.02626 -2.78797 -4.42555
C -1.96903 -2.15319 -3.15895
S -0.85919 -2.93639 -2.04373
H -4.27635 0.21983 -3.88006
H -4.33121 -0.94114 -6.08291
H -2.81083 -2.92802 -6.39932
H -1.37630 -3.64493 -4.55774
C -5.21326 -5.79476 -1.42317
C -4.35193 -5.13115 -0.38450
C -3.58554 -5.88644 0.50176
C -2.72352 -5.27941 1.40003
C -2.63539 -3.89646 1.41548
C -3.41239 -3.12363 0.57104
C -4.26839 -3.74596 -0.32568
S -1.34614 -3.17703 2.41263
O -1.67281 -1.74013 2.49074
O -1.33289 -3.86494 3.68216
O -0.13839 -3.33568 1.58661
H -5.26513 -6.87322 -1.26608
H -4.80866 -5.61831 -2.42223
H -6.23096 -5.39892 -1.40898
H -3.65335 -6.96901 0.46466
H -2.11007 -5.86698 2.07029
H -3.34954 -2.04249 0.60021
H -4.84201 -3.13332 -1.01228
```

Energy relative to the best compared isomer or geometry (same formula, charge and spin) in eV: 0.2919
Net charge: -2
Kohn-Sham gap in Eh: 0.199
Calculated total energy in eV: -190782.1083

Mulliken population analysis, charges in e, atoms 1 to 4: Sr 1.393; Cl -0.314; C 0.175; C -0.796

ORCA calculation (ωB97M-V/def2-TZVPD) on 2 unconnected molecules or ions with the total composition C23H24BF3NO3 at a distorted geometry.

```
55
C23H24BF3NO3 (ωB97M-V/def2-TZVPD)
C -4.73487 0.83548 -0.77560
C -3.48087 0.07942 -0.74330
C -3.01871 -0.94496 -1.55182
C -1.70660 -1.27625 -1.00375
C -1.37478 -0.35173 -0.00568
B -0.41242 -0.20170 1.42529
O 0.13197 1.12564 1.19922
C -0.35401 2.16720 2.06090
C -0.85997 1.51528 3.33065
N -0.78703 0.04189 3.02686
C -1.91789 -0.74836 3.54032
C 0.48695 -0.47009 3.62148
C 0.80120 -1.72159 2.81619
O 0.22925 -1.45940 1.50053
O -2.46014 0.50239 0.09826
H -5.49542 0.22803 -1.28445
H -5.11938 1.16539 0.20374
H -4.60071 1.74672 -1.36935
H -3.55460 -1.38530 -2.41047
H -1.09696 -2.12659 -1.31840
H 0.55940 2.74944 2.23718
H -1.13889 2.82478 1.64387
H -0.18492 1.70686 4.18812
H -1.86904 1.82174 3.61571
H -1.70230 -1.01676 4.57674
H -2.84231 -0.15926 3.50832
H -2.04210 -1.64258 2.92763
H 1.31547 0.23192 3.43437
H 0.35524 -0.59840 4.69913
H 1.88276 -1.85975 2.69282
H 0.42454 -2.63440 3.32635
F 1.37548 -4.00035 -2.72833
C 1.98457 -3.02255 -1.99490
C 3.24782 -3.23006 -1.43680
C 3.57261 -2.40302 -0.35080
F 4.65803 -2.77743 0.42186
C 2.81768 -1.29879 -0.00018
C 1.71763 -0.91605 -0.84554
C 1.19280 0.41005 -0.83647
C 0.87615 1.24878 -1.95097
C 1.28602 2.62222 -1.82428
C 1.71423 3.37374 -2.91261
C 1.68248 2.79476 -4.19554
C 0.94807 1.62260 -4.33098
F 0.84707 1.05377 -5.59423
C 0.44750 0.88715 -3.25513
C 1.27202 -1.85106 -1.77982
H 3.89823 -4.01951 -1.79591
H 3.18181 -0.60964 0.76895
H 1.76271 0.95337 -0.09843
H 1.44152 3.01494 -0.81246
H 2.07245 4.40028 -2.77970
H 2.17453 3.23736 -5.03746
H -0.01818 -0.06840 -3.44716
H 0.41388 -1.56726 -2.39396
```

Energy relative to the best compared isomer or geometry (same formula, charge and spin) in eV: 2.1285
Net charge: +1
Kohn-Sham gap in Eh: 0.191
Calculated total energy in eV: -40693.2199

natural (NBO) population analysis, charges in e, atoms 1 to 4: C -0.670; C 0.319; C -0.324; C -0.286